Entry 1:
The following is a DFT calculation (ωB97M-V/def2-TZVPD) of a molecular structure, H16LiO8 at a distorted geometry.

As for the energy above the lowest of the compared OMol25 structures with the same formula, charge and spin: 63.5 kJ/mol. The charge is +1. The gap between HOMO and LUMO is 10.6 eV. The value obtained for the lowest unoccupied orbital energy is -3.32 eV. The calculation puts the strongest force on any atom at 2.55 eV Å⁻¹. As for the total energy: -16841.40824 eV.

Positions of all 25 atoms, in Å:
Li 0.2082 0.1191 -0.6029
O -0.9851 2.0698 -1.4852
H -0.6551 2.7199 -2.1000
H -1.7082 2.5148 -1.0019
O 1.7310 0.0289 -1.9784
H 1.5746 -0.6072 -2.6538
H 2.6951 0.1206 -1.9879
O 1.0789 0.2120 3.0475
H 1.2058 -0.1772 2.1537
H 1.6240 -0.3781 3.5781
O -1.3480 0.2412 1.0546
H -1.4022 0.1738 2.0216
H -2.2866 0.2635 0.7975
O 1.2239 -1.0688 0.7606
H 2.1273 -1.3554 0.6515
H 0.8912 -1.8611 1.1726
O 1.2904 1.8957 0.3752
H 0.4700 2.4462 0.3826
H 1.6599 2.0454 -0.4905
O -2.0389 -2.2704 0.6271
H -1.5193 -2.7238 1.2629
H -1.7553 -1.3912 0.8724
O -1.0838 -1.0012 -1.8556
H -1.0164 -0.7231 -2.8162
H -1.9812 -1.2932 -1.7854

Forces on the atoms, in the same order (eV/Å):
-0.17 0.14 0.25
-0.55 -0.11 0.77
0.10 0.38 -0.40
0.45 -0.28 -0.42
0.56 0.73 0.68
-0.37 -0.91 -0.95
-0.22 0.16 0.18
0.02 -0.58 -0.36
-0.14 0.86 0.63
-0.06 0.24 0.46
-0.76 0.35 0.15
0.55 0.33 0.05
0.29 0.34 -0.07
0.11 -0.52 -0.50
0.91 0.38 -0.49
-0.96 -0.52 0.23
-1.28 0.09 0.22
1.02 -0.57 0.08
0.31 0.37 -0.46
-0.44 0.07 -0.55
0.39 -1.65 0.83
0.00 0.63 -0.42
1.26 1.01 -1.98
-0.14 -0.38 1.65
-0.86 -0.56 0.43


Entry 2:
The following is a DFT calculation (ωB97M-V/def2-TZVPD) of 9 unconnected molecules or ions with the total composition H16NO11 at a distorted geometry.

As for the energy above the lowest of the compared OMol25 structures with the same formula, charge and spin: 178.4 kJ/mol. The charge is -1. The gap between HOMO and LUMO is 10.1 eV. The value obtained for the lowest unoccupied orbital energy is 2.84 eV. The calculation puts the strongest force on any atom at 6.02 eV Å⁻¹. As for the total energy: -24270.74967 eV.

Positions of all 28 atoms, in Å:
N -0.0344 0.3172 0.3273
O 1.1186 0.7102 -0.0527
O -1.0144 0.2502 -0.4727
O 0.0496 -0.3608 1.4043
O -0.9194 3.3002 -1.7657
H -0.3524 2.5872 -1.7717
H -1.2514 3.1972 -2.6257
O 0.4766 1.3572 -2.8167
H 0.3716 0.5862 -2.1387
H 1.4156 1.3462 -2.9787
O -0.5994 -2.9548 0.2793
H -0.4254 -2.4168 1.0453
H -0.2314 -2.6348 -0.4967
O 2.0336 -2.5548 -1.0817
H 2.1776 -2.1408 -1.9627
H 2.3776 -1.9918 -0.3847
O -2.6254 -0.0498 2.3403
H -1.6684 -0.2688 2.0903
H -2.6114 0.0682 3.3143
O 2.9886 -1.0118 1.0943
H 2.1656 -0.5628 0.9103
H 2.7936 -1.6558 1.7343
O -3.0054 0.8822 -2.4547
H -2.8294 1.5542 -3.0397
H -2.2924 0.9192 -1.6187
O 0.4416 0.6672 4.0383
H 0.0066 0.2672 3.2393
H 1.4446 0.5932 3.8433

Forces on the atoms, in the same order (eV/Å):
2.45 -2.57 -1.81
-1.87 0.88 -0.35
1.51 0.68 2.17
-1.97 0.71 0.14
-1.62 2.88 1.57
2.48 -2.54 0.49
-1.01 0.25 -1.86
-0.38 -2.52 1.21
0.04 2.05 -1.48
0.53 0.18 -0.06
-1.81 -2.29 2.07
0.27 0.74 -0.27
1.47 1.34 -1.78
-0.41 -0.37 -1.67
0.02 -0.20 1.31
0.50 0.54 0.08
1.47 -0.28 0.70
-1.74 0.34 0.25
0.06 -0.10 -0.94
1.23 0.60 -1.18
-0.76 0.88 0.02
-0.44 -1.30 1.38
1.56 -2.71 5.15
0.98 2.49 -1.74
-2.70 0.20 -3.48
1.91 -0.64 -0.97
0.92 0.63 0.80
-2.69 0.15 0.27


Entry 3:
The following is a DFT calculation (ωB97M-V/def2-TZVPD) of 7 unconnected molecules or ions with the total composition H16NO6 at a distorted geometry.

As for the energy above the lowest of the compared OMol25 structures with the same formula, charge and spin: 77.2 kJ/mol. As for the spin multiplicity: 2. The gap between HOMO and LUMO (alpha / beta) is 2.8 / 11.5 eV. The value obtained for the lowest unoccupied orbital energy (alpha / beta) is 0.31 / 0.22 eV. The calculation puts the strongest force on any atom at 2.87 eV Å⁻¹. As for the total energy: -14031.57027 eV.

Positions of all 23 atoms, in Å:
N -0.6155 0.3881 0.3126
H -1.2899 1.1530 0.1907
H -1.1022 -0.4711 -0.0690
H 0.2582 0.6325 -0.1421
H -0.2798 0.2613 1.2916
H -0.3577 -0.5661 3.3554
H 0.0853 0.8271 3.7412
O -0.3470 0.3625 3.0158
H 2.0512 2.3848 0.8276
H 2.0512 1.5492 -0.4147
O 1.5378 1.6795 0.4035
H 0.4785 1.2827 -2.3759
H -0.9219 1.5276 -2.6284
O -0.3828 1.2328 -1.8773
H -1.5449 -2.7658 1.7947
H -0.8262 -3.8065 0.9868
O -0.8933 -3.4709 1.8948
H 3.3412 1.9370 -2.2678
H 2.3971 3.0982 -2.3283
O 2.3841 2.0870 -2.2508
H -2.6609 -2.6426 -1.7496
H -1.1257 -2.4406 -1.9041
O -1.8457 -2.4853 -1.2700

Forces on the atoms, in the same order (eV/Å):
-1.07 -1.89 0.95
0.59 0.01 0.27
1.01 0.88 0.29
-0.35 -0.04 -0.56
-0.96 0.21 -0.17
-0.06 0.82 -0.49
0.11 0.33 -0.13
0.00 -1.31 1.03
-0.23 -0.06 0.17
-0.12 0.11 -0.25
1.02 0.42 0.28
-0.21 -0.17 1.03
-0.61 -0.05 0.30
0.73 0.67 -2.69
-0.01 -0.10 0.08
0.07 0.05 0.26
-0.11 0.13 -0.40
0.21 -0.54 -0.10
-0.51 -1.52 0.19
0.40 1.92 -0.25
-0.05 0.00 -0.30
0.03 0.03 -0.33
0.15 0.11 0.79